1.
Density functional theory data (ωB97M-V/def2-TZVPD) for a gas-phase ion, C2H2N2OP (charge +1).

Geometry as XYZ:
```
8
Properties=species:S:1:pos:R:3:forces:R:3
C 0.21948 0.79702 -0.67572 0.046 2.009 -0.411
C -0.19867 1.23727 0.49564 -0.764 -0.017 -0.314
N 0.57933 -0.49238 -0.88106 0.536 -2.496 -0.024
N -0.05938 -1.27665 -0.16045 0.882 1.745 -0.316
O 0.33402 -2.43480 0.48055 0.441 -1.097 -0.876
P -0.82271 -1.48245 1.28241 -1.130 -0.286 1.537
H 0.50264 1.50260 -1.46496 -0.212 -0.254 0.037
H -0.55470 2.14939 0.92359 0.201 0.396 0.367
```
Forces are in eV/Å.

Values from the calculation:
total energy: -602.941630 Eh
largest force on an atom: 0.04965 Eh/bohr
<S²>: 2.05
multiplicity: 3
energy above the lowest of the compared OMol25 structures with the same formula, charge and spin: 68.5 kcal per mole
HOMO-LUMO gap (spin up / spin down): 7.12 / 7.96 eV
total charge: +1



2.
Density functional theory data (ωB97M-V/def2-TZVPD) for a gas-phase ion, C4H9N2O (charge +1).

Geometry as XYZ:
```
16
Properties=species:S:1:pos:R:3:forces:R:3
C -0.32123 -1.29130 0.02147 1.021 -1.850 -2.336
C -1.46426 -1.05101 0.65363 -1.983 3.437 2.987
C 0.65120 -0.44208 -0.52176 0.088 0.969 2.300
C 0.69067 1.06442 -0.23985 1.377 -1.082 -2.136
N 1.70899 -0.91901 -1.08210 0.542 0.785 -1.253
N -1.97799 0.14752 1.17240 -1.960 0.449 2.104
O 1.86723 1.59964 -0.79440 0.376 1.699 -0.980
H -0.19474 -2.34151 -0.33291 -0.185 0.777 0.634
H -2.05227 -1.88828 0.94944 -0.602 -0.462 -0.165
H 0.63182 1.29601 0.77800 -0.271 0.077 1.700
H -0.07989 1.47159 -0.80583 -2.160 0.719 -0.473
H 2.33935 -0.18210 -1.42219 0.134 -0.588 0.019
H 1.77897 -1.86939 -1.41226 0.115 -0.071 0.152
H -2.85205 0.27028 1.86258 2.233 -1.861 -2.433
H -1.54580 1.05196 1.41899 0.898 -1.129 -1.282
H 1.67786 2.45356 -1.30399 0.375 -1.869 1.162
```
Forces are in eV/Å.

Values from the calculation:
total energy: -342.285201 Eh
largest force on an atom: 0.09658 Eh/bohr
SMILES: N/C(=C/C=[NH2+])CO
energy above the lowest of the compared OMol25 structures with the same formula, charge and spin: 45.2 kcal per mole
HOMO-LUMO gap: 9.18 eV
total charge: +1



3.
Density functional theory data (ωB97M-V/def2-TZVPD) for a molecular structure, C20H40AsCuF6N4O6.

Geometry as XYZ:
```
78
Properties=species:S:1:pos:R:3:forces:R:3
Cu 2.52384 22.55892 -16.86962 -1.254 -2.029 0.886
As 3.21030 20.01954 -20.09928 1.420 -0.278 -0.581
F 1.56601 19.45945 -20.04712 0.199 0.282 -0.139
F 2.83545 21.07674 -18.70586 -0.094 0.140 -0.357
F 4.88290 20.59312 -19.88293 -1.065 -0.259 -0.379
F 3.63471 19.00811 -21.45106 -0.271 0.595 0.737
F 2.81735 21.31427 -21.21848 0.187 -0.627 0.976
F 3.61708 18.67054 -19.01893 -0.269 0.708 -0.045
C 7.05288 20.97760 -17.30309 -0.545 0.793 -0.421
C 5.65743 21.25155 -16.99294 0.294 -0.206 0.617
N 4.58612 21.52354 -16.69158 -1.368 1.181 -0.295
H 7.03268 20.48881 -18.27670 0.427 -0.194 0.094
H 7.59443 20.44040 -16.53108 -0.274 -0.339 -0.062
H 7.48984 21.97534 -17.39287 0.217 -0.096 -0.205
C 2.30471 16.16534 -20.77104 -0.125 1.395 -0.530
C 2.82547 15.23455 -21.76070 0.123 -0.032 0.523
N 3.28914 14.52294 -22.53039 -0.027 -0.094 -0.123
H 1.21820 16.23580 -20.80625 -0.038 -0.555 0.342
H 2.58893 17.17639 -21.07479 0.197 -0.177 -0.233
H 2.72812 16.10265 -19.77173 -0.174 -0.671 0.003
C 5.84456 16.41688 -17.25477 0.737 0.964 -0.566
C 7.02921 17.28591 -17.13142 -0.104 -0.473 0.690
N 7.95160 17.95590 -17.00015 -0.064 0.138 -0.069
H 5.49166 16.03453 -16.30251 0.163 0.022 0.053
H 6.14248 15.62038 -17.93425 -0.421 -0.137 -0.001
H 5.11492 17.09302 -17.70571 -0.387 -0.512 -0.122
C 0.63008 18.22578 -17.49197 0.019 0.524 0.194
C 1.06074 19.52761 -16.97609 -0.137 -0.418 -0.089
N 1.40880 20.53530 -16.55860 0.211 0.512 -0.118
H -0.18166 18.38025 -18.20026 0.015 -0.017 -0.014
H 0.28187 17.62593 -16.65297 0.084 -0.142 -0.083
H 1.47440 17.77895 -18.01259 -0.009 -0.103 0.062
C 1.91966 23.83865 -19.79918 -0.067 -0.275 -0.537
O 1.30455 23.40071 -18.57145 1.153 -0.018 -0.325
C 0.13066 24.12894 -18.32242 -0.795 0.423 1.190
C -0.47858 23.45057 -17.11377 -0.501 -1.007 -0.459
O 0.56309 23.24005 -16.16096 1.238 1.179 0.139
C 0.10981 22.95572 -14.84369 -0.071 -0.188 0.255
C 1.24965 22.87708 -13.84505 -0.456 -0.195 -0.099
O 2.38740 22.32305 -14.47125 0.287 0.305 -0.610
C 3.50434 22.23249 -13.60400 0.816 -0.186 0.642
H 2.92129 23.42484 -19.87601 -0.096 -0.053 0.112
H 1.94648 24.92820 -19.85831 0.004 -0.005 0.174
H 1.31179 23.43544 -20.60994 0.177 0.106 -0.108
H -0.61234 24.16164 -19.12461 0.320 -0.607 -0.336
H 0.37345 25.18491 -18.15933 0.097 -0.050 0.369
H -0.85080 22.44534 -17.34370 0.181 -0.006 -0.527
H -1.37942 23.92601 -16.72089 0.495 0.651 0.359
H -0.43223 22.00878 -14.87574 -0.060 0.030 0.011
H -0.53829 23.76560 -14.50290 -0.245 -0.112 -0.182
H 0.86267 22.21509 -13.06438 0.342 -0.030 0.206
H 1.47965 23.83773 -13.37913 0.127 0.110 -0.220
H 3.37822 21.47150 -12.82975 -0.320 -0.184 -0.223
H 3.71758 23.15436 -13.05542 -0.235 0.267 -0.326
H 4.37984 21.97168 -14.19253 -0.130 -0.009 -0.084
C 4.69962 17.88218 -24.05589 1.354 1.020 1.234
O 5.58988 18.16196 -25.12363 -1.237 0.323 -0.704
C 6.96529 18.05605 -24.91582 0.253 -0.244 -0.096
C 7.62811 19.04767 -23.97113 -0.284 0.273 0.883
O 8.98017 18.63131 -23.83836 -0.370 -0.024 -0.798
C 9.70945 18.89927 -22.67524 -0.293 0.144 0.715
C 9.52176 17.71999 -21.73522 0.665 -1.839 -0.983
O 10.34355 17.66540 -20.59353 -0.441 0.655 0.837
C 10.01982 18.68324 -19.65645 -0.403 0.235 -0.071
H 4.86027 18.65402 -23.29736 -0.028 -0.087 0.185
H 4.92003 16.93369 -23.55974 -0.198 -0.302 -0.304
H 3.64795 18.00367 -24.29821 0.139 -0.380 -0.778
H 7.40454 18.23418 -25.89786 0.063 -0.391 -0.033
H 7.20635 17.04786 -24.56007 0.203 -0.035 -0.060
H 7.08090 19.05832 -23.02044 0.258 -0.208 0.257
H 7.57199 20.08058 -24.32466 0.085 0.009 -0.317
H 9.39644 19.81557 -22.15892 -0.083 0.180 -0.289
H 10.75298 19.01479 -22.97036 0.021 -0.062 0.107
H 9.81517 16.80398 -22.26118 0.231 0.280 -0.371
H 8.45462 17.48755 -21.60603 -0.127 0.674 0.810
H 8.93153 18.79900 -19.61706 -0.068 0.199 -0.083
H 10.48638 19.63361 -19.92815 -0.056 0.087 -0.077
H 10.30271 18.46505 -18.62772 0.385 -0.546 -0.229
```
Forces are in eV/Å.

Values from the calculation:
total energy: -5931.647910 Eh
largest force on an atom: 0.04948 Eh/bohr
<S²>: 0.75
multiplicity: 2
HOMO-LUMO gap (spin up / spin down): 6.53 / 2.97 eV
total charge: +1



4.
Density functional theory data (ωB97M-V/def2-TZVPD) for 2 unconnected molecules or ions with the total composition C5H14N2O.

Geometry as XYZ:
```
22
Properties=species:S:1:pos:R:3:forces:R:3
N 1.84329 -0.89392 -1.12730 1.858 -0.678 0.730
C 1.04773 -1.23357 -0.09473 -1.702 0.039 -0.126
C -0.10550 -2.23281 -0.24960 0.409 -0.871 -0.466
O -1.69116 -0.87733 2.01844 0.202 0.096 -0.185
C 0.51406 0.14782 0.47402 -0.848 1.448 0.389
N -0.32929 0.89866 -0.42232 1.058 0.338 0.378
C 0.41513 1.68970 -1.37391 -0.387 -0.121 -0.224
C -1.15528 1.78506 0.40651 -0.621 -0.302 0.227
H -1.90219 -0.94265 2.95625 0.127 -0.004 0.068
H 2.03450 -1.69067 -1.74990 -1.074 0.221 -0.526
H 1.58947 -1.57785 0.81503 0.367 0.419 0.027
H -0.80748 -1.94406 -1.02664 0.025 0.303 0.006
H 0.24637 -3.23568 -0.51158 0.162 0.038 0.074
H -0.61949 -2.28127 0.70862 -0.208 0.180 0.072
H -0.16702 -0.06694 1.32100 0.131 -0.855 0.264
H 1.37915 0.74841 0.80650 0.119 -0.207 -0.311
H -0.28798 2.28555 -1.95193 0.034 0.059 -0.098
H 1.10179 2.36407 -0.85297 0.309 0.060 -0.052
H 0.99466 1.05623 -2.05099 0.057 -0.095 0.058
H -0.54414 2.34449 1.13372 0.046 0.098 -0.300
H -1.71503 2.47537 -0.22110 0.068 -0.004 -0.055
H -1.84159 1.18138 0.99286 -0.136 -0.162 0.049
```
Forces are in eV/Å.

Values from the calculation:
total energy: -383.378434 Eh
largest force on an atom: 0.04100 Eh/bohr
energy above the lowest of the compared OMol25 structures with the same formula, charge and spin: 202.2 kcal per mole
HOMO-LUMO gap: 3.90 eV
total charge: 0



5.
Density functional theory data (ωB97M-V/def2-TZVPD) for a single C7H6N4O2S molecule.

Geometry as XYZ:
```
20
Properties=species:S:1:pos:R:3:forces:R:3
O -2.08710 3.84789 -0.16358 -1.728 0.306 -1.507
O 1.46574 -1.14547 2.42665 1.607 -1.664 1.659
N 0.30741 0.70244 2.05503 -2.235 2.597 -0.139
S -0.24852 -1.07264 -2.18688 0.559 0.013 1.797
C -1.85388 2.68682 0.08859 0.719 3.988 1.328
C 0.83238 -0.46475 1.69068 0.538 -0.577 -0.799
C -0.53722 1.24311 1.21447 0.390 0.249 -0.561
C -0.83920 0.73756 -0.10262 0.118 -1.570 0.477
C -0.19426 -0.39448 -0.55432 -0.732 2.529 1.114
N -1.24455 2.45225 1.25725 1.979 -3.271 2.481
N -1.84439 1.57229 -0.59263 -1.112 -1.860 -5.107
N 0.71480 -0.90136 0.36529 -0.150 -1.054 -3.002
C 0.84937 -2.36391 -1.49567 0.417 -1.116 -1.655
C 1.65736 -1.84272 -0.33739 0.313 -0.065 0.748
H -1.20141 3.15851 1.94266 0.277 0.641 0.757
H -2.09277 1.67750 -1.61060 0.561 -0.418 1.596
H 0.25442 -3.22684 -1.19552 -0.074 0.104 -0.101
H 1.49342 -2.64423 -2.35704 -0.262 -0.122 0.756
H 2.54848 -1.30370 -0.72914 -0.545 -0.047 0.541
H 2.01993 -2.71828 0.28478 -0.640 1.337 -0.382
```
Forces are in eV/Å.

Values from the calculation:
total energy: -1038.067048 Eh
largest force on an atom: 0.10789 Eh/bohr
SMILES: O=c1[nH]c2nc(=O)n3c(c2[nH]1)SCC3
energy above the lowest of the compared OMol25 structures with the same formula, charge and spin: 0.0 kcal per mole
HOMO-LUMO gap: 8.57 eV
total charge: 0



6.
Density functional theory data (ωB97M-V/def2-TZVPD) for a molecular structure, C23H54CaN7O8.

Geometry as XYZ:
```
93
Properties=species:S:1:pos:R:3:forces:R:3
Ca 0.47641 -0.78142 1.88673 0.474 0.184 -0.155
C -0.35023 2.98130 0.07560 -1.002 -1.303 0.791
C -0.15221 2.34648 1.45447 0.660 -0.535 0.270
O 0.82570 1.35095 1.60089 -0.695 -0.304 -0.245
H 0.59471 3.19598 -0.35883 0.799 0.629 -0.378
H -0.93332 3.85907 0.36783 -0.028 0.228 -1.021
H -0.89364 2.30378 -0.62667 0.142 0.570 0.447
H -1.12864 1.99021 1.80357 -0.458 -0.167 -0.007
H 0.05809 3.18629 2.11834 0.279 0.263 0.328
C 2.11446 -5.23538 -2.54412 0.118 0.362 -1.609
O 3.24435 -4.88841 -2.23940 -0.772 0.265 0.192
N 1.26425 -4.50794 -3.37909 0.126 0.289 0.934
C 1.62013 -3.14079 -3.81888 0.751 -0.519 1.584
C -0.09700 -4.89448 -3.69133 0.099 -1.254 0.692
H 1.78293 -6.27570 -2.32326 -0.445 0.573 0.032
H 2.06914 -2.63296 -2.94244 0.353 -0.281 -0.723
H 0.77540 -2.51109 -4.05720 -0.625 -0.409 -0.248
H 2.28317 -3.20782 -4.67170 0.315 0.285 -0.041
H -0.25402 -5.95127 -3.39751 -0.005 0.567 0.277
H -0.85638 -4.24301 -3.19508 0.520 -0.439 -0.557
H -0.18509 -4.95506 -4.76441 -0.453 0.537 -0.446
C 0.39073 -0.62350 -1.38366 -2.462 -0.070 -0.434
O 0.70147 -1.24367 -0.37607 0.899 -0.461 0.834
N 1.10725 -0.09357 -2.31390 3.612 1.429 -0.526
C 0.53777 0.69198 -3.39441 -0.171 -2.975 -1.438
C 2.60303 -0.02488 -2.23241 -2.014 -0.116 -0.880
H -0.66871 -0.50383 -1.65533 -0.302 -0.099 0.300
H 1.22930 0.67063 -4.28963 -0.861 -0.083 1.034
H 0.31995 1.67354 -3.14426 -0.376 1.967 0.599
H -0.37788 0.10756 -3.61139 0.169 0.910 -0.569
H 2.87825 -0.69408 -1.43995 0.743 -0.694 -0.279
H 2.91741 -0.10386 -3.28750 0.517 -0.943 0.783
H 2.90155 0.95049 -1.96353 0.148 1.325 0.616
C 3.82407 -0.27672 2.55223 -1.531 0.053 1.936
O 2.74578 -0.92203 2.61788 1.057 0.895 -0.183
N 4.18920 0.68103 3.44666 -0.151 -2.766 -0.980
C 5.49803 1.27622 3.25169 -0.407 0.907 -1.224
C 3.31123 0.96252 4.57220 -0.550 0.107 -0.470
H 4.55806 -0.53002 1.80062 0.299 0.135 -0.352
H 6.05284 0.68583 2.51655 -0.019 -0.109 0.325
H 6.10692 1.39472 4.14291 -0.292 0.038 0.153
H 5.28996 2.21930 2.72057 0.650 0.164 0.628
H 2.81391 0.09202 5.00722 0.782 -0.378 -0.068
H 3.84003 1.53072 5.31590 0.157 0.168 0.259
H 2.46266 1.50424 4.19247 -0.304 0.783 -0.125
C -2.08045 4.48455 -3.84309 0.585 -1.249 3.389
O -0.88130 4.19583 -3.87384 -0.675 0.554 -0.875
N -2.93650 4.71367 -4.81177 1.048 0.862 -2.533
C -4.38531 4.74090 -4.78281 0.717 0.824 1.043
C -2.29305 5.02286 -6.11726 -0.015 -0.921 1.016
H -2.53733 4.50060 -2.82724 -0.295 0.008 -0.297
H -4.83028 3.83704 -5.16264 -0.088 -0.397 -0.234
H -4.67322 5.59432 -5.37632 -0.442 0.158 -0.260
H -4.72594 4.92734 -3.76162 -0.007 -0.157 -0.037
H -2.67579 4.28232 -6.78554 -0.291 -0.022 -1.086
H -2.45534 6.05168 -6.40610 -0.349 0.134 -0.205
H -1.22249 4.84085 -6.02517 -0.136 0.101 0.127
C -3.64470 5.47048 1.28801 -0.576 0.985 -0.647
O -3.42353 6.51990 0.67625 0.101 -1.221 0.890
N -3.20653 5.17479 2.53987 0.910 0.857 1.697
C -3.43784 3.88236 3.26783 -0.768 2.012 -2.418
C -2.31721 6.17209 3.23563 -2.334 0.507 -1.137
H -4.34195 4.74031 0.80086 0.535 -0.131 0.648
H -3.97682 3.97366 4.20171 0.211 0.281 0.219
H -2.55049 3.30614 3.28404 1.014 -0.478 0.510
H -4.07283 3.44960 2.53099 -0.848 -1.260 -0.135
H -2.41200 7.19158 2.76496 0.263 -1.327 0.417
H -2.53161 6.21415 4.28618 -0.870 0.161 0.534
H -1.36420 5.77400 3.24916 2.394 -0.428 -0.614
C 2.01257 -3.67879 1.51942 2.367 -0.078 -2.706
O 1.01467 -3.25860 2.01209 -3.257 1.773 1.747
N 2.90096 -4.43667 2.12669 0.879 -1.131 0.710
C 3.80698 -5.29022 1.34409 0.171 -0.544 0.636
C 2.70423 -4.72795 3.56612 -0.606 -0.567 -0.997
H 2.27651 -3.36892 0.47021 0.014 -0.587 0.505
H 4.68877 -5.46230 1.99357 -0.508 -0.321 -0.486
H 4.17767 -4.79791 0.45074 -0.273 0.214 -0.140
H 3.30610 -6.25571 1.02973 0.653 0.962 0.537
H 3.64146 -4.80440 4.10052 0.306 0.058 -0.156
H 2.10973 -3.91361 3.95102 -0.085 0.080 0.295
H 2.14508 -5.67651 3.69156 0.246 0.434 0.006
C -2.87410 -1.89718 1.79153 -1.708 -0.815 -0.277
O -1.80149 -1.44105 2.15345 1.177 -0.129 0.134
N -3.26146 -3.20030 1.80899 -0.473 1.973 -0.403
C -4.61771 -3.69894 1.46822 1.644 -0.961 0.210
C -2.28616 -4.20756 2.01298 0.905 -1.051 -0.241
H -3.62308 -1.18775 1.41901 -0.357 -0.262 0.045
H -4.50037 -4.51341 0.73578 -0.059 0.569 -0.206
H -5.29942 -2.95001 1.12947 -0.239 0.552 -0.100
H -4.96735 -4.23143 2.34075 -0.505 0.223 0.417
H -2.51814 -4.86868 2.83097 -0.485 -0.310 0.365
H -2.23113 -4.81536 1.09198 0.258 0.128 0.369
H -1.31868 -3.79114 2.26663 0.101 0.205 -0.330
```
Forces are in eV/Å.

Values from the calculation:
total energy: -2571.459551 Eh
largest force on an atom: 0.07972 Eh/bohr
HOMO-LUMO gap: 8.23 eV
total charge: +1



7.
Density functional theory data (ωB97M-V/def2-TZVPD) for a molecular structure, C4H13PSi.

Geometry as XYZ:
```
19
Properties=species:S:1:pos:R:3:forces:R:3
C 0.80871 -0.48169 -1.36835 -0.395 0.340 0.493
C 0.89402 2.42727 -0.35090 -0.319 -0.512 0.062
C 0.68168 0.04405 1.68341 -0.461 0.311 -0.525
C -2.79234 -0.23964 0.68410 0.344 0.361 -0.281
Si 0.11431 0.70617 -0.02750 0.898 -0.196 0.035
P -2.15746 0.97758 -0.25690 0.081 -0.119 0.121
H 1.80144 -0.16958 -1.67864 0.190 0.134 0.040
H 0.88558 -1.50358 -1.00225 -0.062 -0.060 0.063
H 0.17866 -0.48401 -2.25143 -0.113 -0.012 -0.211
H 1.57899 2.71509 0.44073 0.088 -0.018 0.187
H 1.45828 2.42128 -1.27967 0.045 -0.044 -0.155
H 0.14239 3.20550 -0.43439 -0.158 0.149 0.015
H 1.58134 -0.55584 1.59130 0.185 -0.075 -0.138
H 0.89367 0.85794 2.37108 -0.020 0.161 0.064
H -0.07874 -0.57880 2.14620 -0.122 -0.125 0.049
H -1.58515 -2.97946 -1.56112 0.833 0.772 -0.234
H -2.21694 -0.96893 1.22930 0.099 -0.158 0.179
H -3.86407 -0.33018 0.76719 -0.202 -0.068 0.010
H -1.02636 -2.45943 -1.71055 -0.910 -0.842 0.226
```
Forces are in eV/Å.

Values from the calculation:
total energy: -790.992480 Eh
largest force on an atom: 0.02450 Eh/bohr
energy above the lowest of the compared OMol25 structures with the same formula, charge and spin: 17.9 kcal per mole
HOMO-LUMO gap: 8.97 eV
total charge: 0